DFT (the ωB97M-V functional and the def2-TZVPD basis) results for a molecular structure, C37H48N4PS5Zr.

Element x y z (Å)
Zr: -0.7347 0.1005 0.1823
S: -2.3983 -1.7527 0.7415
C: -3.8411 -0.7212 0.5463
C: -4.8770 -0.7751 1.4792
C: -6.0269 -0.0170 1.3174
C: -6.1735 0.8056 0.2075
C: -5.1618 0.8621 -0.7367
C: -4.0018 0.1232 -0.5516
S: -2.6686 0.1137 -1.7451
C: -2.6437 1.8214 -2.3362
C: -1.2978 2.4990 -2.3036
C: -1.2016 3.6969 -3.0000
C: -0.0688 4.4662 -2.8594
C: 0.9477 3.9963 -2.0447
C: 0.8041 2.7654 -1.4329
C: 1.9380 2.2297 -0.6099
S: 1.4564 1.5258 0.9798
C: 0.7813 2.9032 1.8830
C: 1.6912 3.6119 2.6745
C: 1.2736 4.6797 3.4421
C: -0.0722 5.0350 3.4181
C: -0.9747 4.3277 2.6460
C: -0.5833 3.2318 1.8578
S: -1.8430 2.3968 0.9493
N: -0.3050 2.0172 -1.5564
H: -4.7673 -1.4347 2.3321
H: -6.8173 -0.0786 2.0543
H: -7.0747 1.3878 0.0672
H: -5.2913 1.4745 -1.6210
H: -3.0270 1.8293 -3.3549
H: -3.3246 2.3988 -1.7111
H: -2.0297 4.0272 -3.6138
H: 0.0191 5.4210 -3.3618
H: 1.8481 4.5739 -1.8846
H: 2.4268 1.4117 -1.1342
H: 2.6747 3.0058 -0.4180
H: 2.7304 3.3039 2.6883
H: 1.9804 5.2221 4.0550
H: -0.4212 5.8697 4.0141
H: -2.0207 4.6071 2.6388
N: -1.2991 2.0303 7.1682
C: -0.2225 1.3707 6.7180
S: 1.1397 1.1871 7.6155
C: -0.3573 0.8166 5.3204
C: 0.7543 0.3234 4.6594
C: 0.6249 -0.0966 3.3553
N: -0.5299 -0.0683 2.6659
C: -1.6182 0.3107 3.3410
C: -1.5705 0.7626 4.6451
H: -1.2562 2.4267 8.0920
H: -2.1006 2.2265 6.5987
H: 1.7134 0.2975 5.1583
H: 1.4892 -0.4753 2.8286
H: -2.5610 0.2668 2.8175
H: -2.5064 1.0554 5.0995
C: -1.2040 -3.1474 -2.4413
C: 0.1869 -3.5774 -1.9411
C: -0.0608 -4.2899 -0.6019
C: 0.7804 -4.5948 -2.9298
P: 1.2510 -2.0600 -1.6772
N: 0.4158 -0.8366 -1.0683
C: 1.9644 -1.5155 -3.3380
C: 3.1069 -2.3754 -3.8940
C: 0.8310 -1.4537 -4.3784
C: 2.4565 -0.0651 -3.2188
C: 2.6490 -2.4663 -0.4729
C: 3.6730 -1.3212 -0.5134
C: 3.3953 -3.7786 -0.7555
C: 2.1104 -2.5157 0.9681
H: -1.7667 -4.0580 -2.6682
H: -1.1887 -2.5394 -3.3390
H: -1.7445 -2.6102 -1.6651
H: -0.8642 -5.0144 -0.7601
H: -0.3953 -3.6095 0.1794
H: 0.8050 -4.8421 -0.2472
H: 0.1382 -5.4796 -2.9079
H: 1.7838 -4.9202 -2.6715
H: 0.7906 -4.2346 -3.9561
H: 2.8627 -3.4330 -3.9660
H: 4.0204 -2.2730 -3.3109
H: 3.3348 -2.0253 -4.9049
H: 0.4726 -2.4303 -4.6920
H: 1.2226 -0.9508 -5.2664
H: -0.0133 -0.8661 -4.0134
H: 3.3197 0.0482 -2.5663
H: 1.6518 0.5838 -2.8759
H: 2.7585 0.2666 -4.2163
H: 4.2236 -1.2826 -1.4501
H: 4.4013 -1.4883 0.2839
H: 3.2076 -0.3521 -0.3333
H: 3.8602 -3.7967 -1.7380
H: 2.7655 -4.6575 -0.6563
H: 4.1961 -3.8754 -0.0163
H: 1.3444 -1.7646 1.1504
H: 2.9366 -2.3109 1.6540
H: 1.6970 -3.4829 1.2337

Atomic forces in eV per Å
Zr 0.1 0.3 -0.9
S -0.4 0.2 0.0
C 0.0 -0.1 0.2
C 0.0 0.0 0.0
C 0.0 0.0 0.0
C 0.0 -0.1 0.1
C 0.0 0.0 -0.1
C -0.1 0.0 -0.2
S 0.3 0.1 0.4
C 0.0 0.0 -0.1
C -0.1 -0.1 0.0
C 0.0 0.0 -0.1
C 0.0 0.1 0.0
C 0.0 0.0 0.0
C 0.1 -0.1 0.0
C -0.1 0.1 0.1
S -0.3 0.0 -0.1
C 0.1 0.0 0.0
C -0.1 0.0 0.0
C 0.0 0.0 0.0
C 0.0 0.0 0.0
C 0.0 0.0 0.0
C 0.0 0.1 0.0
S -0.1 0.1 0.2
N -0.1 0.0 0.1
H 0.0 0.0 0.0
H 0.0 0.0 0.0
H 0.0 0.0 0.0
H 0.0 0.0 0.0
H 0.0 0.1 0.0
H 0.0 0.0 0.1
H 0.0 0.0 0.0
H 0.0 0.0 0.0
H 0.0 0.0 0.0
H 0.0 0.0 0.0
H 0.0 0.0 0.0
H 0.0 0.0 0.0
H 0.0 0.0 0.0
H 0.0 0.0 0.0
H 0.0 0.0 0.0
N 0.1 0.0 0.1
C 0.0 0.0 -0.2
S -0.1 0.0 -0.1
C -0.1 0.1 0.3
C 0.1 0.0 0.0
C -0.1 -0.2 -0.1
N 0.5 0.0 0.1
C 0.0 0.0 0.0
C -0.1 0.0 0.1
H 0.0 0.0 0.0
H 0.0 0.0 0.0
H 0.0 0.0 0.0
H 0.0 0.1 0.0
H 0.0 0.0 -0.1
H 0.0 0.0 0.0
C 0.0 0.0 0.0
C -0.1 0.0 0.0
C 0.0 0.0 0.0
C -0.1 0.0 0.1
P 0.1 0.2 -0.1
N 0.2 -0.7 0.6
C -0.1 0.0 0.0
C 0.0 0.0 0.0
C 0.0 0.0 0.0
C 0.1 0.0 -0.1
C 0.0 0.0 0.0
C 0.1 0.0 0.0
C 0.0 0.1 0.0
C 0.0 0.0 0.0
H 0.0 0.0 0.0
H 0.0 0.0 0.0
H 0.0 0.0 0.0
H 0.0 0.0 0.0
H 0.0 0.0 0.0
H 0.0 0.0 0.0
H 0.0 0.0 0.0
H 0.1 0.0 0.1
H 0.0 0.0 0.0
H 0.0 0.0 0.0
H 0.0 0.0 0.0
H 0.0 0.0 0.0
H 0.0 0.0 0.0
H 0.0 0.0 0.0
H 0.0 0.0 0.0
H -0.1 0.0 -0.1
H 0.0 0.0 0.0
H 0.0 0.0 0.0
H 0.0 0.0 0.0
H 0.0 0.0 0.0
H 0.0 0.0 0.0
H 0.0 0.0 0.0
H -0.1 0.0 0.0
H 0.0 0.0 0.0
H -0.1 0.1 -0.1
H 0.0 -0.1 0.0
H -0.1 -0.1 0.0

The calculation puts the LUMO energy at -2.904 eV. The HOMO energy is -10.051 eV. The total energy comes out at -4037.08968 hartree. Its charge is +1. The energy relative to the best compared isomer or geometry (same formula, charge and spin) is 12.5 kcal/mol. Its HOMO-LUMO gap is 7.147 eV.

DFT (the ωB97M-V functional and the def2-TZVPD basis) results for 2 unconnected molecules or ions with the total composition C11H12NO2.

Element x y z (Å)
C: -1.0275 2.4405 -2.1177
C: 0.5546 1.6780 -0.1602
C: 0.8888 -0.4307 -0.7135
C: -0.0100 1.6025 -1.3955
C: 0.1238 0.2028 -1.7226
C: 1.0980 -1.7998 -0.7357
C: 0.4762 -2.5712 -1.7099
C: -0.4559 -0.5781 -2.7174
C: -0.2617 -1.9532 -2.7258
N: 1.1705 0.5252 0.2356
H: 1.0814 0.3502 1.2337
H: 0.3895 2.4348 0.5946
H: 1.3913 -2.2873 0.1901
H: -1.0393 3.4521 -1.7115
H: -2.0080 2.0931 -1.8636
H: 0.6767 -3.6321 -1.7982
H: -1.1749 -0.1686 -3.4114
H: -0.6971 -2.5465 -3.5236
H: -0.7750 2.4488 -3.1761
C: -1.6377 -0.2968 3.8290
C: -0.4441 0.1202 2.9501
O: 0.0829 -0.7998 2.2562
O: 0.0159 1.2872 3.0105
H: -2.5645 0.1889 3.5368
H: -1.3517 -0.1401 4.8672
H: -1.6493 -1.3797 3.7128

Atomic forces in eV per Å
C 1.3 0.7 1.0
C -0.4 1.0 0.1
C -0.5 0.3 -0.4
C -0.7 -1.3 0.2
C 0.4 -0.1 -0.6
C -0.9 -0.6 1.2
C 0.7 0.5 -0.9
C -0.2 -0.4 -0.1
C 0.1 0.1 0.0
N 0.0 0.4 -0.5
H 0.3 -0.8 0.4
H 0.4 0.2 -0.1
H 0.7 0.1 -0.2
H 0.3 0.3 -0.3
H -0.7 -0.6 -0.5
H -0.2 -0.1 0.4
H 0.1 0.3 -0.3
H -0.1 0.0 0.1
H -0.5 0.1 -0.1
C 1.0 -0.6 -0.3
C 1.1 0.0 -0.2
O -0.5 0.0 0.5
O -0.6 0.0 0.1
H 0.0 0.0 0.2
H -0.3 0.5 0.1
H -0.7 0.0 -0.1

The calculation puts the LUMO energy at 3.553 eV. The HOMO energy is -4.329 eV. The total energy comes out at -631.67046 hartree. Its charge is -1. The energy relative to the best compared isomer or geometry (same formula, charge and spin) is 17.1 kcal/mol. Its HOMO-LUMO gap is 7.883 eV.

DFT (the ωB97M-V functional and the def2-TZVPD basis) results for a gas-phase ion, C7H15N3O2P (charge +1).

Element x y z (Å)
C: 1.7903 -1.2313 0.1111
C: 2.1419 -1.3601 -1.1644
C: -0.4966 -1.1755 -0.5863
C: 0.1340 -0.4932 -1.8014
C: -2.4190 -1.3878 0.7475
C: -0.7993 1.4094 1.9501
C: 2.0638 1.4991 0.8132
N: 0.4807 -0.7018 0.3457
N: 1.3344 -0.8538 -2.1261
N: -0.8301 0.2351 -2.4119
O: -0.0366 1.8765 -0.6379
O: -1.6821 -0.5310 -0.0892
P: 0.3619 0.9639 0.5632
H: 2.5462 -1.4485 0.9036
H: 3.0183 -1.7473 -1.4814
H: -0.5829 -2.1877 -0.5563
H: -2.8295 -2.2958 0.3218
H: -3.2496 -0.8325 0.9208
H: -1.9912 -1.4000 1.7546
H: -0.5190 0.8294 2.8438
H: -0.7772 2.3929 2.1052
H: -1.8184 1.3192 1.5808
H: 2.5569 1.0211 1.5664
H: 2.7975 1.2174 -0.0523
H: 2.1511 2.6382 1.1530
H: -0.9353 1.4981 -1.0402
H: -1.7961 -0.0760 -2.5445
H: -0.6138 0.8220 -3.1887

Atomic forces in eV per Å
C 1.3 -0.3 1.1
C -2.5 0.5 0.9
C 0.1 4.2 1.0
C -1.7 -3.7 -0.7
C 0.6 0.1 1.1
C 0.9 -4.0 -1.5
C 0.6 2.8 -1.7
N 1.8 0.0 2.0
N -1.6 2.3 -1.4
N -0.7 1.0 -1.9
O -2.6 -0.6 -0.7
O 0.9 -1.0 -2.4
P 0.8 1.2 2.3
H -1.3 0.4 -0.4
H 2.7 -1.3 -0.8
H -0.1 -3.0 -0.3
H 0.9 -0.5 -0.2
H -2.9 1.7 0.5
H 0.5 -1.0 -0.3
H -0.5 0.2 -0.3
H 0.9 4.1 0.9
H 0.0 -0.9 0.2
H 0.8 -1.7 2.6
H -1.9 1.0 1.0
H -0.5 -2.3 -1.3
H 2.2 1.0 0.4
H 0.7 -0.5 0.8
H 0.8 0.3 -0.6

The calculation puts the LUMO energy at -2.845 eV. The HOMO energy is -12.413 eV. As for the structure (SMILES): CO[C@H]1C(N)=NC=C[N+]1=P(C)(C)O. The total energy comes out at -931.51955 hartree. Its charge is +1. The energy relative to the best compared isomer or geometry (same formula, charge and spin) is 99.5 kcal/mol. Its HOMO-LUMO gap is 9.568 eV.